(1)
Here is the molecule C5H11NOS from OMol25. Energies are from ωB97M-V/def2-TZVPD.

strongest force on any atom	1.3	eV Å⁻¹
DFT total energy	-19735.3565	eV
energy above the lowest of the compared OMol25 structures with the same formula, charge and spin	1.7389	eV
Kohn-Sham gap	9.7	eV

Structure (XYZ):
```
19
C5H11NOS | OMol25 | ωB97M-V/def2-TZVPD
C 0.0733 0.5319 1.4399
C 0.6856 -0.6272 2.2025
S -0.4961 -1.9646 2.5363
C -0.6815 0.2591 0.1527
N 0.1532 0.1884 -1.0011
C -0.0038 -1.0210 -1.8086
C 0.1986 1.4496 -1.7747
O -1.8841 0.2156 0.0869
H 0.8717 1.1763 1.1000
H -0.5461 1.1863 2.0462
H 1.0702 -0.2166 3.1315
H 1.5651 -0.9939 1.6854
H -1.5628 -1.3539 2.0212
H -0.3611 -1.8287 -1.1626
H -0.7425 -0.9427 -2.6064
H 0.9823 -1.2729 -2.1964
H -0.7108 2.0110 -1.5650
H 0.3032 1.1901 -2.8164
H 1.0854 2.0132 -1.4711
```

=====

(2)
Here is the molecule C32H38N2O4 from OMol25. Energies are from ωB97M-V/def2-TZVPD.

strongest force on any atom	1.1	eV Å⁻¹
DFT total energy	-44970.5167	eV
energy above the lowest of the compared OMol25 structures with the same formula, charge and spin	0.9201	eV
Kohn-Sham gap	7.7	eV

Structure (XYZ):
```
76
C32H38N2O4 | OMol25 | ωB97M-V/def2-TZVPD
C 1.4446 2.4061 -2.6441
H 1.2485 2.6819 -1.6104
H 2.2179 3.0618 -3.0392
H 1.8128 1.3846 -2.6641
C 0.1856 2.5186 -3.4989
N -0.9057 1.7060 -2.9830
C -1.6468 2.4289 -1.9646
H -2.2232 3.2664 -2.4074
H -0.9087 2.8642 -1.2864
C -2.6055 1.5729 -1.1310
H -2.9029 2.1728 -0.2717
H -3.5050 1.3356 -1.7022
C -1.9721 0.2583 -0.6652
C -0.6647 0.4911 0.0562
C 0.5174 -0.0532 -0.4462
C 1.7683 0.1713 0.1613
C 1.7986 0.8927 1.3756
C 0.6229 1.3935 1.9035
C -0.5985 1.2110 1.2509
O -1.7695 1.6978 1.7290
C -1.8070 2.3023 2.9974
H -1.2312 3.2339 3.0224
H -2.8567 2.5270 3.1806
H -1.4456 1.6258 3.7779
H 0.6485 1.9350 2.8333
O 3.0075 1.0251 1.9763
C 3.1040 1.7218 3.1933
H 2.7873 2.7645 3.0885
H 4.1601 1.6928 3.4566
H 2.5206 1.2388 3.9838
C 2.9319 -0.3639 -0.4935
C 2.7736 -1.1489 -1.5871
C 1.4737 -1.4374 -2.1443
O 1.2552 -2.1497 -3.0958
O 0.4064 -0.8304 -1.5444
H 3.6209 -1.5669 -2.1070
C 4.2980 -0.0334 -0.0435
C 4.7864 1.2581 -0.2124
C 6.0811 1.5647 0.1605
C 6.8991 0.5880 0.7048
C 6.4201 -0.7005 0.8655
C 5.1270 -1.0136 0.4850
H 4.7501 -2.0185 0.6078
H 7.0566 -1.4660 1.2849
H 7.9096 0.8309 0.9995
H 6.4556 2.5691 0.0254
H 4.1456 2.0154 -0.6403
C -2.8634 -0.5906 0.2153
C -4.0454 -0.1526 0.7946
C -4.7938 -0.9810 1.6073
C -4.4006 -2.2961 1.8713
C -3.2052 -2.7317 1.2921
C -2.4610 -1.8930 0.4877
H -1.5475 -2.2650 0.0453
H -2.8538 -3.7389 1.4505
N -5.1431 -3.0906 2.7385
C -4.5985 -4.3555 3.1676
H -5.1873 -4.7104 4.0144
H -4.6270 -5.1259 2.3839
H -3.5703 -4.2214 3.4989
C -6.5833 -3.1219 2.6202
H -7.0302 -3.2161 3.6131
H -6.9132 -3.9752 2.0117
H -6.9537 -2.2138 2.1560
H -5.6922 -0.5872 2.0592
H -4.3973 0.8525 0.6256
H -1.7328 -0.3204 -1.5603
C -1.7503 1.1751 -4.0425
C -1.0822 0.0116 -4.7686
H -1.7988 -0.4674 -5.4316
H -0.7230 -0.7201 -4.0511
H -0.2360 0.3397 -5.3669
H -2.6688 0.8064 -3.5854
H -2.0326 1.9618 -4.7671
H -0.1141 3.5798 -3.5767
H 0.4303 2.1751 -4.5045
```

=====

(3)
Here is a cluster of 11 separate species, C22H44O44S11 in total from OMol25. Energies are from ωB97M-V/def2-TZVPD.

strongest force on any atom	2.8	eV Å⁻¹
DFT total energy	-232792.3524	eV
energy above the lowest of the compared OMol25 structures with the same formula, charge and spin	3.0663	eV
Kohn-Sham gap	9.4	eV

Structure (XYZ):
```
121
C22H44O44S11 | OMol25 | ωB97M-V/def2-TZVPD
C 2.1590 -4.2296 3.0891
C 3.0324 -5.1105 2.2096
O 3.0843 -4.3984 0.9909
S 1.6340 -3.6414 0.6893
O 0.7344 -4.5905 0.0971
O 1.8544 -2.4174 -0.0071
O 1.4224 -3.3483 2.2853
H 2.7481 -3.6482 3.7955
H 1.5180 -4.9380 3.6208
H 2.5900 -6.1039 2.1064
H 3.9981 -5.2705 2.6852
C -2.0252 1.8636 4.1988
C -1.2034 1.0213 5.1590
O -2.0221 0.7266 6.2937
S -3.5254 1.3373 6.1721
O -3.5836 2.5302 6.9574
O -4.5148 0.3026 6.2647
O -3.3623 1.7375 4.5866
H -1.8889 1.4658 3.1983
H -1.6990 2.9042 4.2677
H -0.1895 1.3801 5.3336
H -1.0224 0.0054 4.7893
C -0.4980 1.2868 -0.2558
C -0.0503 -0.0045 -0.9314
O -0.4924 -1.0911 -0.1033
S -0.8693 -0.5415 1.3845
O 0.3401 -0.3831 2.1539
O -1.9567 -1.3209 1.8821
O -1.3871 0.8694 0.7998
H -1.0555 2.0279 -0.8255
H 0.2783 1.8956 0.2109
H 1.0409 -0.0229 -0.9628
H -0.3802 -0.2136 -1.9450
C 0.9213 2.6627 -5.2398
C -0.5090 3.0491 -5.6625
O -0.9824 1.8919 -6.3080
S -0.3856 0.5958 -5.4262
O -0.4495 -0.5704 -6.2544
O -0.7916 0.6072 -4.0550
O 1.0892 1.2928 -5.5630
H 1.0570 2.7910 -4.1659
H 1.6589 3.2447 -5.7900
H -0.5843 3.8923 -6.3493
H -1.1224 3.3649 -4.8130
C -1.8614 -4.7370 2.7571
C -2.2705 -4.3462 1.3108
O -2.5142 -5.5738 0.6607
S -3.2545 -6.5867 1.7139
O -3.0276 -7.9244 1.2721
O -4.5955 -6.1846 1.9967
O -2.2915 -6.1038 2.9744
H -2.3189 -4.1169 3.5251
H -0.7940 -4.8472 2.9510
H -1.4942 -3.8454 0.7375
H -3.0533 -3.5993 1.4406
C 5.7131 1.1915 0.3513
C 5.1540 1.8630 1.5812
O 4.7599 0.7770 2.4185
S 4.1414 -0.4131 1.5073
O 2.8867 0.0498 0.9687
O 4.2837 -1.6818 2.1596
O 5.3223 -0.1634 0.3633
H 6.7878 1.2576 0.1756
H 5.2902 1.6822 -0.5334
H 4.3661 2.5880 1.3801
H 5.8970 2.4037 2.1669
C 5.0193 -1.5437 -2.3063
C 5.4186 -0.3363 -3.1888
O 4.4640 -0.4511 -4.2433
S 2.9527 -0.6605 -3.5628
O 2.1810 -1.4796 -4.4387
O 2.4241 0.5927 -3.1207
O 3.5888 -1.4691 -2.3021
H 5.3551 -1.4649 -1.2769
H 5.3806 -2.4636 -2.7615
H 6.3773 -0.4074 -3.6933
H 5.2722 0.6075 -2.6608
C -5.5963 -2.1268 3.5288
C -5.0021 -0.7554 3.0906
O -5.0052 -0.7511 1.6686
S -5.6400 -2.0916 1.0330
O -4.8770 -2.6013 -0.0538
O -7.0238 -1.8077 0.7778
O -5.4124 -2.9784 2.3958
H -6.6796 -2.0951 3.6459
H -5.0399 -2.5286 4.3698
H -3.9660 -0.6744 3.3986
H -5.7379 -0.1107 3.5667
C 2.3953 5.1358 -3.4057
C 3.4581 5.8226 -2.5210
O 3.8046 4.8520 -1.5539
S 2.4709 4.0641 -1.0797
O 1.7742 4.7308 -0.0113
O 2.8005 2.6865 -0.9286
O 1.6671 4.3659 -2.4488
H 2.8785 4.4423 -4.0907
H 1.7419 5.8771 -3.8560
H 3.1180 6.6662 -1.9111
H 4.1867 6.2701 -3.1989
C -1.6007 -3.6940 -2.0604
C -0.8490 -2.9761 -3.1909
O -1.1287 -3.7165 -4.3657
S -2.6031 -4.4347 -4.2452
O -2.6590 -5.7209 -4.8806
O -3.5826 -3.4024 -4.4258
O -2.3600 -4.7260 -2.6607
H -2.3235 -3.0772 -1.5221
H -0.8639 -4.0230 -1.3307
H 0.2264 -2.9542 -3.0156
H -1.1329 -1.9274 -3.3071
C -2.2712 7.1327 0.3729
C -1.1470 6.9469 1.4272
O -1.5670 5.8599 2.2347
S -2.5107 4.8420 1.4214
O -3.4349 4.2204 2.3071
O -1.6851 4.0306 0.5698
O -3.1287 6.0390 0.5541
H -1.8809 7.0730 -0.6470
H -2.7055 8.1293 0.4406
H -1.0773 7.8511 2.0251
H -0.2006 6.6198 0.9954
```

=====

(4)
Here is the molecule C17H16F2N2O6S from OMol25. Energies are from ωB97M-V/def2-TZVPD.

strongest force on any atom	1.0	eV Å⁻¹
DFT total energy	-49423.7369	eV
Kohn-Sham gap	9.0	eV

Structure (XYZ):
```
44
C17H16F2N2O6S | OMol25 | ωB97M-V/def2-TZVPD
C -4.0613 -3.1759 0.2169
H -4.6542 -3.9932 0.6238
O -4.6505 -1.9965 0.7122
C -4.0942 -0.8029 0.3854
C -2.9899 -0.6443 -0.4405
C -2.4884 0.6307 -0.6965
C -3.0935 1.7522 -0.1483
C -4.2007 1.5839 0.6688
C -4.6994 0.3281 0.9414
H -5.5574 0.1884 1.5784
H -4.6788 2.4512 1.0975
H -2.6998 2.7321 -0.3536
N -1.3600 0.7070 -1.5281
C -0.4708 1.7162 -1.6242
O -0.5259 2.7777 -1.0446
C 0.6845 1.3968 -2.5938
H 1.2878 2.2966 -2.7208
H 0.2776 1.0648 -3.5555
O 1.5886 0.4062 -2.0937
C 1.2925 -0.8756 -2.2468
O 0.2416 -1.2845 -2.6834
C 2.4183 -1.7729 -1.7540
N 2.2334 -2.1299 -0.3722
S 2.8680 -1.1354 0.7943
O 2.8292 -1.8569 2.0240
O 4.1072 -0.6546 0.2857
C 1.6994 0.2297 1.0135
C 0.3894 -0.0709 1.3486
C -0.5207 0.8906 1.7429
C -0.1081 2.2130 1.7841
C 1.1844 2.5568 1.4342
C 2.0773 1.5617 1.0638
F 3.3260 1.9108 0.7507
H 1.5148 3.5823 1.4428
H -0.8055 2.9791 2.0798
H -1.5253 0.6020 2.0053
F -0.0146 -1.3554 1.2588
H 1.3804 -2.6051 -0.1278
H 2.4467 -2.6783 -2.3671
H 3.3712 -1.2423 -1.7999
H -1.1478 -0.1467 -2.0410
H -2.4980 -1.4939 -0.8884
H -3.0249 -3.2776 0.5539
H -4.0966 -3.2140 -0.8765
```

=====

(5)
Here is the molecule C5H5NO4S from OMol25. Energies are from ωB97M-V/def2-TZVPD.

strongest force on any atom	6.3	eV Å⁻¹
DFT total energy	-25776.9716	eV
Kohn-Sham gap (spin up / spin down)	5.7 / 7.2	eV
spin multiplicity	3

Structure (XYZ):
```
16
C5H5NO4S | OMol25 | ωB97M-V/def2-TZVPD
C 1.0427 -0.4985 1.2212
C 1.4726 -1.5552 1.9156
C -0.6292 0.3034 -0.5170
C -0.6296 -1.9183 0.4814
C 0.0299 2.5056 -1.3711
N -0.1211 -0.5992 0.4338
O 2.2742 -1.9138 2.6796
O -1.4180 -0.0333 -1.3973
O -1.6077 -2.2455 -0.2979
O -0.0255 1.4842 -0.3403
S 0.0694 -3.0092 1.5047
H 1.3835 0.4184 1.6489
H 0.9752 2.4544 -2.0559
H 0.0102 3.4518 -0.8532
H -0.8724 2.6495 -2.1568
H -1.9543 -1.4944 -0.8958
```

=====

What is the formula in the first record?
C5H11NOS

=====

Which of these has the lowest DFT total energy?
C22H44O44S11